(1)
{"formula": "C4H42NO16", "method": "ωB97M-V/def2-TZVPD", "symbols": ["C", "N", "C", "C", "C", "H", "H", "H", "H", "H", "H", "H", "H", "H", "H", "H", "H", "O", "H", "H", "O", "H", "H", "O", "H", "H", "O", "H", "H", "O", "H", "H", "O", "H", "H", "O", "H", "H", "O", "H", "H", "O", "H", "H", "O", "H", "H", "O", "H", "H", "O", "H", "H", "O", "H", "H", "O", "H", "H", "O", "H", "H", "O"], "xyz": [[-0.349, -2.352, -1.149], [-0.715, -0.893, -0.902], [0.393, 0.024, -1.343], [1.554, -0.945, -1.834], [1.119, -2.336, -1.437], [-0.502, -2.856, -0.144], [-1.102, -2.740, -1.826], [-0.896, -0.790, 0.163], [-1.658, -0.668, -1.307], [0.652, 0.793, -0.577], [-0.039, 0.607, -2.173], [1.437, -0.965, -2.896], [2.487, -0.582, -1.538], [1.703, -2.775, -0.618], [1.410, -3.193, -2.097], [1.491, 2.767, 1.567], [0.154, 3.092, 1.203], [0.878, 2.533, 0.847], [-3.600, -0.898, 3.990], [-2.376, -0.750, 4.647], [-3.080, -0.152, 4.301], [-1.622, 0.117, -4.143], [-1.702, 1.351, -3.374], [-1.970, 0.438, -3.224], [-0.457, -0.899, -5.358], [0.259, 0.479, -4.845], [-0.482, 0.047, -5.269], [3.902, -3.645, 1.260], [2.816, -2.729, 0.995], [3.644, -2.747, 1.478], [1.760, 1.250, 3.227], [1.153, 1.042, 4.573], [0.865, 1.219, 3.590], [4.095, 0.148, 2.990], [3.298, 0.781, 1.838], [3.696, 0.988, 2.754], [4.886, 0.005, 0.728], [5.415, 0.448, -0.555], [5.638, -0.199, 0.132], [-3.625, 0.943, -0.314], [-4.116, 0.151, -1.649], [-3.658, 0.036, -0.812], [-2.165, -0.079, 1.735], [-3.115, -0.554, 0.556], [-2.467, -0.828, 1.226], [-3.933, -3.583, -0.232], [-3.271, -2.843, 0.826], [-3.262, -2.898, -0.155], [1.871, 2.189, -0.822], [3.038, 2.230, -1.900], [2.633, 1.739, -1.178], [0.753, -2.560, 2.222], [0.513, -1.304, 1.183], [0.175, -2.026, 1.693], [-0.718, 2.230, 3.264], [-1.894, 1.211, 3.400], [-1.546, 1.956, 2.865], [0.709, 3.358, -2.664], [0.346, 2.932, -4.191], [0.678, 2.671, -3.340], [-2.823, 2.257, 1.294], [-4.084, 2.814, 0.567], [-3.234, 2.392, 0.421]], "e_lumo_ha": -0.0918, "charge": 1, "max_force_ev_per_a": 3.61, "total_energy_ev": -39073.3370, "e_above_lowest_ev": 4.991, "gap_ha": 0.40209}


(2)
{"formula": "C4H9N3", "method": "ωB97M-V/def2-TZVPD", "symbols": ["C", "C", "C", "C", "H", "H", "H", "H", "H", "H", "H", "H", "H", "N", "N", "N"], "xyz": [[1.960, -0.848, 0.922], [1.476, 1.442, 1.055], [-0.105, -0.159, -0.143], [-2.136, -0.039, -0.828], [2.954, -1.015, 0.498], [1.358, -1.901, 1.097], [2.188, -0.642, 1.885], [0.979, 2.321, 0.343], [1.167, 1.487, 2.174], [2.607, 1.780, 0.943], [-0.121, -1.172, 0.170], [-3.198, 0.308, -0.283], [-3.074, -1.731, -1.175], [1.101, 0.173, 0.522], [-0.855, 0.675, -0.641], [-1.966, -1.108, -1.550]], "e_lumo_ha": 0.0283, "charge": 0, "max_force_ev_per_a": 6.95, "total_energy_ev": -8759.4687, "e_above_lowest_ev": 5.056, "gap_ha": 0.34840}


(3)
{"formula": "C7H7N2O3P", "method": "ωB97M-V/def2-TZVPD", "symbols": ["C", "C", "C", "C", "C", "C", "C", "N", "N", "O", "O", "O", "P", "H", "H", "H", "H", "H", "H", "H"], "xyz": [[-0.876, 0.836, -0.433], [-0.964, -1.572, -0.085], [-2.282, 0.841, -0.285], [-2.337, -1.490, 0.069], [-0.182, -0.370, -0.276], [-2.966, -0.274, -0.044], [1.261, -0.470, -0.231], [2.048, -1.342, 0.254], [-4.351, -0.138, 0.041], [-4.763, 1.029, 0.185], [2.972, -1.805, -0.358], [-5.055, -1.108, 0.228], [2.071, 1.094, 0.496], [-0.376, 1.797, -0.530], [-0.506, -2.514, 0.014], [-2.777, 1.848, -0.236], [-2.817, -2.428, 0.183], [1.994, -0.092, -1.596], [2.086, 0.603, 1.761], [3.294, 0.697, 0.111]], "e_lumo_ha": [-0.0461, -0.0461], "charge": 0, "max_force_ev_per_a": 9.23, "total_energy_ev": -25775.0533, "e_above_lowest_ev": 1.690, "gap_ha": [0.30237, 0.30232]}


(4)
{"formula": "C7H14LaOPS", "method": "ωB97M-V/def2-TZVPD", "symbols": ["C", "C", "C", "C", "C", "La", "P", "H", "H", "H", "H", "H", "H", "H", "H", "C", "S", "C", "O", "H", "H", "H", "H", "H", "H"], "xyz": [[-0.555, 0.532, -3.500], [-1.357, 1.688, -3.309], [-0.495, 2.734, -2.838], [0.854, 2.322, -3.038], [0.829, 0.922, -3.308], [0.745, -0.951, 0.382], [-0.068, -3.728, -0.699], [-0.890, -0.470, -3.760], [-2.429, 1.764, -3.477], [-0.815, 3.716, -2.502], [1.681, 0.256, -3.409], [1.750, 2.935, -2.934], [0.907, -4.477, -1.423], [-1.184, -3.978, -1.559], [-0.312, -4.785, 0.249], [0.478, -1.164, 3.721], [-0.110, 0.078, 2.497], [-0.447, 1.368, 3.656], [1.303, 0.530, 1.736], [-0.325, -1.205, 4.467], [1.414, -0.764, 4.146], [0.607, -2.149, 3.236], [0.498, 1.805, 3.998], [-1.096, 2.107, 3.177], [-0.984, 0.913, 4.490]], "e_lumo_ha": [-0.0312, -0.0292], "charge": 0, "max_force_ev_per_a": 5.58, "total_energy_ev": -30507.9467, "e_above_lowest_ev": 3.573, "gap_ha": [0.16788, 0.17043]}